1.
3 unconnected molecules or ions with the total composition C3H12O3, computed with ωB97M-V/def2-TZVPD.

Each line ends with the Mulliken charge.
Atoms and positions in Å:
H1 4.70089 2.11599 -1.47251  0.245
C1 4.89349 1.27332 -0.80849  -0.503
O1 4.00555 1.25657 0.30027  -0.495
H2 -2.78942 -4.80530 2.16305  0.225
O2 -1.30545 1.50398 -1.23312  -0.486
C2 -1.54025 2.85140 -1.52348  -0.497
H3 -0.75739 3.26029 -2.16225  0.211
H4 -2.09404 -3.33527 2.94587  0.194
H5 -4.46664 -3.86335 1.58048  0.310
H6 5.08553 0.32125 -1.30325  0.256
H7 -1.71579 3.43596 -0.62039  0.230
H8 -2.05116 -3.56534 1.12413  0.202
O3 -3.86537 -3.20931 1.94423  -0.508
C3 -2.58264 -3.74011 2.05960  -0.423
H9 -2.48150 2.83865 -2.07301  0.239
H10 -2.03027 1.25500 -0.65499  0.304
H11 5.83276 1.53684 -0.32226  0.203
H12 3.16169 0.86943 0.05612  0.294

The calculation puts the HOMO energy at -10.28 eV. The calculation puts the frontier orbital gap at 0.4026 Eh. The SMILES is CO.CO.CO. As for the LUMO energy: 0.67 eV.



2.
3 unconnected molecules or ions with the total composition C3H12O3, computed with ωB97M-V/def2-TZVPD.

Each line ends with the Mulliken charge.
Atoms and positions in Å:
H1 1.53345 3.48396 -2.16927  0.286
H2 0.27091 2.52783 -1.75831  0.422
H3 -0.09195 -0.37511 0.99866  0.343
H4 0.17606 -1.82903 -1.09869  0.235
H5 1.74643 -1.43885 -1.19226  0.370
O1 0.65277 0.82105 -0.62509  -0.513
C1 0.74705 -0.24047 0.30969  -0.551
H6 1.50320 1.23183 -0.81143  0.296
C2 1.00805 -2.81198 0.57476  -1.076
H7 2.03025 -3.10964 0.78274  0.271
O2 -4.53624 1.93618 1.98751  -0.640
H8 1.62956 -0.00442 0.89154  0.246
H9 -4.79266 2.83958 1.77868  0.322
O3 0.58215 3.35005 -2.16756  -0.649
H10 0.39474 -3.63419 0.18751  0.321
C3 1.00660 -1.61239 -0.40898  -0.333
H11 0.57442 -2.57171 1.53998  0.334
H12 -4.43478 1.43730 1.18052  0.318

The calculation puts the HOMO energy at -10.54 eV. The calculation puts the frontier orbital gap at 0.4095 Eh. The SMILES is CCCO.O.O. As for the LUMO energy: 0.61 eV.



3.
3 unconnected molecules or ions with the total composition C3H12O3, computed with ωB97M-V/def2-TZVPD.

Each line ends with the Mulliken charge.
Atoms and positions in Å:
H1 1.25677 -0.06684 -0.20218  0.429
C1 1.45545 1.29800 1.36611  -0.403
H2 -4.00976 -4.49657 -1.56990  0.312
H3 0.11213 2.36861 -0.73738  0.345
H4 0.44238 0.28094 2.79834  0.274
H5 -1.16891 -0.91030 -1.24419  0.314
H6 1.76301 2.80954 -1.22950  0.347
H7 2.71349 0.87085 -0.20114  0.318
O1 0.27026 0.77427 1.98373  -0.503
H8 -1.01005 -0.14820 0.05615  0.297
C2 1.06503 1.97401 -1.10080  -1.230
O2 -4.38761 -4.84951 -0.78317  -0.635
H9 1.13977 1.48354 -2.07075  0.317
H10 2.36157 0.89029 1.81405  0.332
H11 1.27709 2.37216 1.52899  0.247
H12 -3.96673 -4.56599 0.02963  0.325
O3 -0.93293 -1.03743 -0.31900  -0.654
C3 1.61903 0.95265 -0.11897  -0.435

The calculation puts the HOMO energy at -10.25 eV. The calculation puts the frontier orbital gap at 0.4036 Eh. The SMILES is CCCO.O.O. As for the LUMO energy: 0.74 eV.



4.
3 unconnected molecules or ions with the total composition C3H12O3, computed with ωB97M-V/def2-TZVPD.

Each line ends with the Mulliken charge.
Atoms and positions in Å:
C1 0.26537 0.01959 -1.17064  0.462
H1 -1.61842 -0.85391 -0.74418  0.254
H2 0.44476 -4.41471 4.27200  0.321
O1 -2.01283 4.14946 -1.19725  -0.617
H3 1.47770 -3.74185 3.63356  0.310
C2 1.30913 0.73713 -0.32561  -1.346
H4 0.62395 -0.37667 -2.13192  0.240
H5 -1.52768 0.80785 -1.44608  0.257
H6 -1.40782 4.80018 -1.35150  0.284
H7 1.87526 1.72667 -0.67427  0.275
H8 -1.65457 3.40812 -0.68819  0.330
O2 0.78531 -4.32869 3.32815  -0.631
H9 -0.25771 -1.10244 0.64467  0.260
H10 0.92093 0.87356 0.64678  0.364
H11 -0.24752 -2.03653 -0.84187  0.313
H12 2.21283 0.11995 -0.18393  0.365
O3 -0.67071 1.27237 -1.33388  -0.483
C3 -0.51799 -1.06009 -0.43587  -0.957

The calculation puts the HOMO energy at -10.53 eV. The calculation puts the frontier orbital gap at 0.4108 Eh. The SMILES is CC(C)O.O.O. As for the LUMO energy: 0.65 eV.



Which structure is the least stable? The one labeled 1.